This record from OMol25 describes 2 unconnected molecules or ions with the total composition C13H24ClNO6PS at a distorted geometry. The level of theory is ωB97M-V/def2-TZVPD.

Each atom is followed by the atoms it is bonded to, with distances in Å.
Positions of all 47 atoms, in Å:
1 C -1.49743 3.32939 2.92696  C2 1.519, H22 1.078, H23 1.087, H24 1.084
2 C -0.19166 2.72363 2.44156  C1 1.519, O3 1.419, H25 1.082, H26 1.082
3 O -0.35695 1.94260 1.26795  C2 1.419, C4 1.407
4 C -0.89528 0.66964 1.53276  O3 1.407, C5 1.519, H27 1.087, H28 1.079
5 C 0.10729 -0.45124 1.31779  C4 1.519, P6 1.890, O9 1.439, C13 1.563
6 P 1.71955 -0.48882 2.30322  C5 1.890, O7 1.636, Cl8 2.074
7 O 1.06769 -0.29369 3.79046  P6 1.636, H29 0.965
8 Cl 2.65105 1.35171 2.08425  P6 2.074
9 O -0.53812 -1.62300 1.84702  C5 1.439, C10 1.358
10 C -0.15450 -2.68983 1.10022  O9 1.358, O11 1.228, O12 1.354
11 O -0.05019 -3.85338 1.47880  C10 1.228
12 O 0.02067 -2.25784 -0.17099  C10 1.354, C13 1.457
13 C 0.43447 -0.86129 -0.15433  C5 1.563, O12 1.457, C14 1.517, N18 1.415
14 C -0.38407 -0.17149 -1.22876  C13 1.517, S15 1.823, H30 1.079, H31 1.074
15 S -0.70201 -1.29687 -2.62659  C14 1.823, C16 1.815
16 C -0.69945 -0.17252 -4.05167  S15 1.815, C17 1.512, H32 1.080, H33 1.080
17 C -0.13336 -0.91160 -5.24334  C16 1.512, H34 1.081, H35 1.079, H36 1.083
18 N 1.83674 -0.77413 -0.32248  C13 1.415, C19 1.273
19 C 2.46470 -0.82958 -1.42810  N18 1.273, C20 1.491, C21 1.495
20 C 3.03297 -2.11420 -1.92754  C19 1.491, H37 1.078, H38 1.086, H39 1.080
21 C 2.76919 0.37254 -2.26380  C19 1.495, H40 1.082, H41 1.078, H42 1.082
22 H -1.54279 3.24131 4.00005  C1 1.078
23 H -2.32181 2.74881 2.52096  C1 1.087
24 H -1.54740 4.37677 2.65076  C1 1.084
25 H 0.25236 2.13184 3.23168  C2 1.082
26 H 0.54193 3.48387 2.20874  C2 1.082
27 H -1.24988 0.62908 2.55986  C4 1.087
28 H -1.78635 0.51376 0.94501  C4 1.079
29 H 0.30751 -0.88443 3.86175  O7 0.965
30 H 0.08550 0.73607 -1.57376  C14 1.079
31 H -1.33457 0.10897 -0.81458  C14 1.074
32 H -0.10826 0.70545 -3.83469  C16 1.080
33 H -1.71379 0.11217 -4.28942  C16 1.080
34 H 0.81887 -1.36673 -5.01158  C17 1.081
35 H -0.81044 -1.67731 -5.59029  C17 1.079
36 H 0.03340 -0.22585 -6.06441  C17 1.083
37 H 2.29748 -2.90133 -1.87758  C20 1.078
38 H 3.83546 -2.36915 -1.24207  C20 1.086
39 H 3.48368 -2.00891 -2.90340  C20 1.080
40 H 2.24530 0.28177 -3.20576  C21 1.082
41 H 2.44737 1.25002 -1.72744  C21 1.078
42 H 3.83668 0.43563 -2.42868  C21 1.082
43 C -3.64679 -0.15903 3.18633  O44 1.347, H45 1.125, H46 1.129, H47 1.130
44 O -3.21455 1.10728 3.34285  C43 1.347
45 H -4.28315 -0.56970 4.01755  C43 1.125
46 H -4.28441 -0.35330 2.27571  C43 1.129
47 H -2.84263 -0.94709 3.08898  C43 1.130

Results
Total charge   -1
LUMO level   2.19 eV
Strongest force on any atom   3.16 eV/A
E_tot   -2215.63615 Ha

natural (NBO) population analysis, charges in e, atoms 1 to 6: C -0.6666; C -0.0582; O -0.5649; C -0.1564; C -0.0255; P 1.1400